w) Here is C3H8N2S2 as an isolated structure from OMol25. Energies are from ωB97M-V with the def2-TZVPD basis set.

Properties
Highest occupied orbital energy (Ha): -0.3250
LUMO energy (eV): 0.39
Net charge: 0
Frontier orbital gap (eV): 9.232

Last column: Löwdin charge in e.
Cartesian coordinates (Å):
C 2.08 -0.11 0.87  -0.47
C -1.30 0.87 0.31  -0.91
C -0.38 -0.93 -1.73  -0.41
H 3.02 -0.64 -0.28  0.17
H 1.22 -1.03 0.81  0.07
H 2.41 0.14 1.93  0.02
H -0.47 0.97 1.88  0.05
H -3.27 0.86 0.73  0.02
H 0.65 -0.44 -1.66  -0.03
H -0.29 -2.08 -1.03  0.15
H -0.76 -1.14 -2.77  0.01
N -0.17 0.69 1.02  -0.33
N -2.35 1.08 1.11  0.03
S 1.24 1.32 0.14  0.77
S -1.63 0.44 -1.33  0.85

---

x) Here is one molecule with the formula C3H8N2S2 from OMol25. Energies are from ωB97M-V with the def2-TZVPD basis set.

Properties
Highest occupied orbital energy (Ha): -0.3068
LUMO energy (eV): 0.60
Net charge: 0
Structure (SMILES): CN(N)C(=S)CS
Frontier orbital gap (eV): 8.950

Last column: Löwdin charge in e.
Cartesian coordinates (Å):
C -0.27 1.44 0.12  -0.05
N -0.74 0.10 -0.25  -0.29
N -2.08 0.08 -0.68  0.05
C -0.06 -1.00 0.03  -0.86
S -0.71 -2.54 -0.13  0.60
C 1.33 -0.77 0.71  -0.54
S 2.63 -0.70 -0.57  0.71
H -0.74 2.17 -0.56  0.09
H 0.84 1.54 0.03  0.07
H -0.60 1.63 1.15  0.10
H -2.13 -0.66 -1.39  0.07
H -2.65 -0.12 0.15  0.10
H 1.33 0.10 1.35  0.05
H 1.58 -1.67 1.25  0.05
H 2.26 0.42 -1.21  -0.16

---

Least stable = w)

---

w) Here is a 4-piece molecular cluster, C4H17NO4 overall from OMol25. Energies are from ωB97M-V with the def2-TZVPD basis set.

Properties
Highest occupied orbital energy (Ha): -0.3314
LUMO energy (eV): 0.36
Net charge: 0
Structure (SMILES): NCCCCO.O.O.O
Frontier orbital gap (eV): 9.372

Last column: Löwdin charge in e.
Cartesian coordinates (Å):
N 1.13 2.07 0.71  0.01
C -0.07 2.43 -0.05  -0.29
C -1.37 1.67 0.23  -0.20
C -1.22 0.16 0.36  -0.20
C -1.24 -0.37 1.82  -0.24
O -0.01 -0.19 2.50  -0.09
H 1.15 1.09 0.94  0.03
H 1.10 2.55 1.60  0.06
H -0.24 3.47 0.25  0.11
H 0.14 2.45 -1.12  0.09
H -2.09 2.11 -0.46  0.10
H -1.80 2.02 1.17  0.10
H -0.32 -0.22 -0.12  0.08
H -2.04 -0.40 -0.10  0.11
H -1.42 -1.43 1.71  0.11
H -1.96 0.19 2.40  0.11
H 0.63 -0.90 2.38  0.06
O 1.66 -1.89 0.68  -0.05
H 0.86 -1.92 0.15  0.00
H 2.29 -1.39 0.16  0.05
O -0.44 -0.49 -3.17  -0.04
H -1.24 -0.90 -3.50  0.07
H -0.64 0.31 -2.68  0.04
O 1.12 -2.49 -2.01  -0.07
H 0.56 -1.90 -2.55  0.00
H 1.90 -2.66 -2.55  0.04

---

x) Here is a 4-piece molecular cluster, C4H17NO4 overall from OMol25. Energies are from ωB97M-V with the def2-TZVPD basis set.

Properties
Highest occupied orbital energy (Ha): -0.3345
LUMO energy (eV): 0.36
Net charge: 0
Structure (SMILES): COC[C@H](C)N.O.O.O
Frontier orbital gap (eV): 9.467

Last column: Löwdin charge in e.
Cartesian coordinates (Å):
C 2.76 -2.05 -1.40  -0.12
O 1.38 -1.82 -1.34  -0.19
C 0.72 -2.51 -0.28  -0.20
C 0.26 -1.53 0.82  -0.43
C -0.55 -0.40 0.21  -0.08
N 1.40 -0.97 1.55  0.04
H 3.32 -1.65 -0.54  0.08
H 3.16 -1.52 -2.26  0.09
H 2.99 -3.12 -1.44  0.09
H -0.16 -2.98 -0.74  0.12
H 1.36 -3.26 0.18  0.12
H -0.39 -2.08 1.51  0.13
H -1.23 0.08 0.92  0.08
H -1.28 -0.78 -0.52  0.08
H 0.11 0.33 -0.24  0.07
H 1.91 -0.36 0.93  0.06
H 2.05 -1.71 1.80  0.07
O -1.74 4.45 2.64  -0.08
H -2.52 4.33 3.18  0.02
H -1.86 3.84 1.89  -0.01
O -1.38 2.01 -2.03  -0.05
H -1.73 2.51 -2.78  0.06
H -0.65 1.50 -2.39  0.05
O -2.60 2.79 0.43  -0.06
H -3.37 2.29 0.17  0.05
H -1.95 2.63 -0.28  0.01

---

Least stable = x)

---

w) Here is one molecule with the formula C3H2N2S from OMol25. Energies are from ωB97M-V with the def2-TZVPD basis set.

Properties
Highest occupied orbital energy (alpha / beta) (Ha): -0.3325 / -0.3216
LUMO energy (alpha / beta) (eV): -0.34 / -2.38
Net charge: 0
Frontier orbital gap (alpha / beta) (eV): 8.710 / 6.371

Last column: Löwdin charge in e.
Cartesian coordinates (Å):
C 0.88 0.46 -0.93  -0.27
C 1.46 -0.64 -0.56  0.14
C -0.95 0.12 0.53  -0.80
N -0.31 0.81 -0.29  0.05
N -1.25 -0.87 1.27  -0.15
S -2.42 0.39 1.54  0.91
H 1.20 1.17 -1.68  0.09
H 1.41 -1.45 0.12  0.03

---

x) Here is one molecule with the formula C3H2N2S from OMol25. Energies are from ωB97M-V with the def2-TZVPD basis set.

Properties
Highest occupied orbital energy (Ha): -0.3583
LUMO energy (eV): -2.60
Net charge: 0
Structure (SMILES): S=C1C=NN=C1
Frontier orbital gap (eV): 7.150

Last column: Löwdin charge in e.
Cartesian coordinates (Å):
S -0.92 1.70 0.41  0.80
C -0.07 0.31 0.25  -0.71
C 0.89 0.00 -0.85  -0.20
N 1.09 -1.26 -1.04  0.07
N 0.50 -1.85 0.09  0.02
C -0.26 -1.07 0.66  -0.24
H 1.26 0.79 -1.56  0.12
H -0.97 -1.65 1.31  0.14

---

y) Here is one molecule with the formula C3H2N2S from OMol25. Energies are from ωB97M-V with the def2-TZVPD basis set.

Properties
Highest occupied orbital energy (Ha): -0.3965
LUMO energy (eV): -0.16
Net charge: 0
Structure (SMILES): N#CC(S)C#N
Frontier orbital gap (eV): 10.634

Last column: Löwdin charge in e.
Cartesian coordinates (Å):
N -0.34 -0.35 -2.34  0.18
C -0.30 -0.28 -1.20  -0.28
C -0.26 -0.28 0.27  -0.61
S 1.35 -1.06 0.89  0.77
C -0.63 1.05 0.66  -0.26
N -0.91 2.15 0.90  0.19
H -1.04 -0.97 0.68  0.13
H 2.13 -0.27 0.14  -0.12

---

Least stable = w)

---

w) Here is a 2-piece molecular cluster, CH3ClN2 overall from OMol25. Energies are from ωB97M-V with the def2-TZVPD basis set.

Properties
Highest occupied orbital energy (Ha): -0.3727
LUMO energy (eV): 0.79
Net charge: 0
Structure (SMILES): C#N.NCl
Frontier orbital gap (eV): 10.933

Last column: Löwdin charge in e.
Cartesian coordinates (Å):
C -0.21 -1.78 0.13  -0.11
N -0.91 -2.07 0.99  0.10
H 0.43 -1.64 -0.68  0.06
N -0.61 0.96 0.29  -0.44
Cl 0.02 1.69 -1.16  0.44
H -1.18 0.27 -0.12  -0.07
H 0.20 0.40 0.69  0.02

---

x) Here is one molecule with the formula CH3ClN2 from OMol25. Energies are from ωB97M-V with the def2-TZVPD basis set.

Properties
Highest occupied orbital energy (alpha / beta) (Ha): -0.3712 / -0.3712
LUMO energy (alpha / beta) (eV): -0.77 / -0.77
Net charge: 0
Structure (SMILES): C/N=N/Cl
Frontier orbital gap (alpha / beta) (eV): 9.329 / 9.332

Last column: Löwdin charge in e.
Cartesian coordinates (Å):
C 0.86 -0.15 -0.24  -0.20
N -0.18 0.36 0.64  -0.08
N -1.44 0.13 -0.10  -0.52
Cl -2.75 0.73 0.71  0.54
H 0.68 -0.46 -1.34  0.10
H 1.10 -1.10 0.29  0.07
H 1.75 0.49 0.05  0.09

---

Least stable = x)